--- P ---
{"formula": "C2H6N2", "method": "the ωB97M-V functional and the def2-TZVPD basis", "species": ["C", "C", "N", "N", "H", "H", "H", "H", "H", "H"], "positions_angstrom": [[-1.54, -0.44, -0.03], [-0.53, 0.70, 0.04], [0.74, 0.63, -0.04], [1.43, -0.50, 0.05], [-1.62, -0.90, 0.98], [-1.19, -1.26, -0.75], [-2.57, -0.26, -0.35], [-0.88, 1.72, 0.08], [2.41, -0.27, -0.35], [1.08, -1.44, 0.23]], "nbo_charge": [-0.704, -0.004, -0.227, -0.670, 0.218, 0.212, 0.233, 0.180, 0.393, 0.370], "homo_lumo_gap_ha": 0.345, "smiles": "C/C=N\\N", "e_lumo_ev": 1.07, "homo_ev": -8.31}


--- Q ---
{"formula": "C2H6N2", "method": "the ωB97M-V functional and the def2-TZVPD basis", "species": ["H", "N", "C", "N", "C", "H", "H", "H", "H", "H"], "positions_angstrom": [[1.92, 1.51, 1.30], [1.90, 1.12, 0.36], [0.72, 0.60, 0.35], [0.12, -0.05, -0.67], [-1.12, -0.78, -0.40], [0.06, 0.74, 1.24], [0.86, -0.58, -1.14], [-1.54, -1.19, -1.31], [-1.76, 0.08, -0.19], [-1.18, -1.45, 0.46]], "nbo_charge": [0.332, -0.690, 0.271, -0.611, -0.425, 0.130, 0.385, 0.216, 0.202, 0.190], "homo_lumo_gap_ha": 0.375, "smiles": "[H]/N=C/NC", "e_lumo_ev": 1.00, "homo_ev": -9.20}


--- R ---
{"formula": "C2H6N2", "method": "the ωB97M-V functional and the def2-TZVPD basis", "species": ["C", "N", "C", "N", "H", "H", "H", "H", "H", "H"], "positions_angstrom": [[0.43, 1.34, -0.61], [0.74, 0.32, 0.34], [0.24, -0.70, 0.82], [-0.82, -1.42, 0.25], [-0.19, 1.00, -1.44], [-0.13, 2.08, -0.04], [1.31, 1.80, -1.06], [0.47, -1.07, 1.80], [-1.09, -1.00, -0.62], [-0.96, -2.36, 0.57]], "nbo_charge": [-0.419, -0.520, 0.305, -0.864, 0.150, 0.210, 0.207, 0.149, 0.388, 0.395], "homo_lumo_gap_ha": 0.347, "smiles": "C/N=C\\N", "e_lumo_ev": 1.03, "homo_ev": -8.41}


--- S ---
{"formula": "C2H6N2", "method": "the ωB97M-V functional and the def2-TZVPD basis", "species": ["C", "C", "N", "N", "H", "H", "H", "H", "H", "H"], "positions_angstrom": [[-1.21, -0.27, 0.01], [-0.27, 0.91, -0.03], [1.01, 0.92, 0.00], [1.64, -0.28, 0.00], [-1.08, -0.73, 0.95], [-0.98, -1.01, -0.80], [-2.24, 0.02, -0.11], [-0.79, 1.88, 0.01], [2.67, -0.23, 0.00], [1.24, -1.22, -0.02]], "nbo_charge": [-0.692, 0.006, -0.210, -0.684, 0.221, 0.212, 0.227, 0.177, 0.380, 0.364], "homo_lumo_gap_ha": 0.351, "smiles": "C/C=N\\N", "e_lumo_ev": 1.08, "homo_ev": -8.46}


Which structure is most stable? Q, by 0.0103 hartree over the runner-up.


--- P ---
{"formula": "C2H6N2", "method": "the ωB97M-V functional and the def2-TZVPD basis", "species": ["C", "N", "C", "N", "H", "H", "H", "H", "H", "H"], "positions_angstrom": [[1.00, 0.67, -0.83], [-0.43, 0.80, -0.62], [-1.04, 0.03, 0.16], [-0.44, -1.04, 0.89], [1.49, 0.03, -0.09], [1.41, 1.67, -0.89], [1.17, 0.18, -1.79], [-2.11, 0.15, 0.31], [0.07, -0.74, 1.71], [-1.12, -1.75, 1.15]], "nbo_charge": [-0.454, -0.426, 0.262, -0.887, 0.184, 0.206, 0.208, 0.153, 0.381, 0.374], "homo_lumo_gap_ha": 0.383, "smiles": "C/N=C\\N", "e_lumo_ev": 1.02, "homo_ev": -9.41}


--- Q ---
{"formula": "C2H6N2", "method": "the ωB97M-V functional and the def2-TZVPD basis", "species": ["H", "N", "N", "H", "C", "C", "H", "H", "H", "H"], "positions_angstrom": [[2.72, -0.07, -1.09], [2.73, -0.04, -0.04], [1.56, -0.14, 0.30], [1.62, -0.19, 1.31], [-1.83, -0.41, 0.07], [-0.83, 0.42, -0.26], [-2.25, -0.37, 1.05], [-2.57, -0.85, -0.59], [-0.69, 0.60, -1.28], [-0.45, 1.05, 0.53]], "nbo_charge": [0.294, -0.288, -0.283, 0.304, -0.434, -0.340, 0.177, 0.190, 0.190, 0.191], "homo_lumo_gap_ha": 0.362, "smiles": "[H]/N=N/[H].C=C", "e_lumo_ev": 0.92, "homo_ev": -8.92}


Which structure is most stable? P, by 0.0968 hartree over the runner-up.


--- P ---
{"formula": "C2H6N2", "method": "the ωB97M-V functional and the def2-TZVPD basis", "species": ["H", "N", "C", "N", "C", "H", "H", "H", "H", "H"], "positions_angstrom": [[-1.90, -0.26, 1.79], [-1.48, -0.60, 0.93], [-0.43, 0.10, 0.66], [0.29, -0.27, -0.42], [1.36, 0.56, -1.03], [-0.04, 0.96, 1.17], [-0.13, -0.97, -1.01], [2.31, 0.08, -0.80], [1.20, 0.46, -2.11], [1.18, 1.59, -0.77]], "nbo_charge": [0.333, -0.739, 0.273, -0.606, -0.414, 0.149, 0.395, 0.202, 0.202, 0.204], "homo_lumo_gap_ha": 0.356, "smiles": "[H]/N=C/NC", "e_lumo_ev": 1.06, "homo_ev": -8.63}


--- Q ---
{"formula": "C2H6N2", "method": "the ωB97M-V functional and the def2-TZVPD basis", "species": ["C", "N", "N", "C", "H", "H", "H", "H", "H", "H"], "positions_angstrom": [[1.55, -0.20, 1.19], [0.92, 0.12, 0.14], [-0.43, 0.00, 0.20], [-1.12, 0.34, -1.05], [1.12, -0.72, 2.06], [2.58, -0.01, 1.14], [-0.82, -0.86, 0.79], [-2.14, -0.16, -1.32], [-0.35, 0.06, -1.97], [-1.31, 1.43, -1.18]], "nbo_charge": [-0.171, -0.210, -0.474, -0.427, 0.149, 0.182, 0.349, 0.212, 0.193, 0.196], "homo_lumo_gap_ha": 0.356, "smiles": "C=NNC", "e_lumo_ev": 1.21, "homo_ev": -8.49}


Which structure is most stable? P, by 0.0674 hartree over the runner-up.


--- P ---
{"formula": "C5H7BrO", "method": "the ωB97M-V functional and the def2-TZVPD basis", "species": ["C", "C", "C", "Br", "C", "C", "O", "H", "H", "H", "H", "H", "H", "H"], "positions_angstrom": [[-0.52, -0.33, 1.34], [0.06, 0.77, 0.40], [-0.68, 1.28, -0.77], [-0.59, 3.12, -1.36], [0.61, 0.40, -0.95], [0.56, -1.04, -1.74], [-0.38, -1.69, -2.00], [-1.13, -0.97, 0.82], [-1.19, 0.13, 2.03], [0.45, -0.82, 1.91], [0.55, 1.55, 0.98], [-1.53, 0.74, -1.09], [1.41, 1.07, -1.43], [1.67, -1.24, -2.07]], "nbo_charge": [-0.589, -0.231, -0.267, 0.028, -0.364, 0.477, -0.503, 0.215, 0.217, 0.215, 0.234, 0.230, 0.234, 0.105], "homo_lumo_gap_ha": 0.383, "smiles": "C[C@@H]1[C@@H](Br)[C@@H]1C=O", "e_lumo_ev": 0.81, "homo_ev": -9.61}


--- Q ---
{"formula": "C5H7BrO", "method": "the ωB97M-V functional and the def2-TZVPD basis", "species": ["C", "C", "C", "C", "O", "C", "Br", "H", "H", "H", "H", "H", "H", "H"], "positions_angstrom": [[0.00, 1.12, 1.60], [-0.12, 0.26, 0.42], [-1.11, -0.02, -0.41], [-0.72, -0.99, -1.50], [0.62, -1.46, -1.08], [1.12, -0.51, -0.20], [2.49, 0.99, -1.14], [0.96, 0.74, 2.26], [-0.77, 0.81, 2.32], [0.06, 2.22, 1.45], [-2.16, 0.02, -0.27], [-1.48, -1.88, -1.69], [-0.62, -0.41, -2.37], [1.75, -0.88, 0.60]], "nbo_charge": [-0.657, -0.038, -0.208, -0.098, -0.493, 0.198, -0.242, 0.218, 0.236, 0.253, 0.219, 0.209, 0.202, 0.201], "homo_lumo_gap_ha": 0.362, "smiles": "CC1=CCO[C@H]1Br", "e_lumo_ev": 0.31, "homo_ev": -9.54}


Which structure is most stable? Q, by 0.0149 hartree over the runner-up.


--- P ---
{"formula": "C5H7BrO", "method": "the ωB97M-V functional and the def2-TZVPD basis", "species": ["C", "C", "C", "C", "C", "O", "Br", "H", "H", "H", "H", "H", "H", "H"], "positions_angstrom": [[0.99, 0.33, 0.10], [-1.20, 0.01, -1.30], [-1.92, 0.66, -0.11], [-0.26, -0.33, -0.20], [2.05, -0.24, 0.96], [1.15, 1.43, -0.39], [-0.47, -2.11, 0.53], [-1.63, -0.89, -1.60], [-0.95, 0.44, -2.29], [-1.57, 1.63, 0.18], [-2.74, 0.27, 0.37], [2.78, -0.93, 0.43], [1.39, -0.87, 1.67], [2.39, 0.60, 1.64]], "nbo_charge": [0.479, -0.466, -0.260, -0.147, -0.719, -0.550, 0.022, 0.229, 0.245, 0.219, 0.209, 0.259, 0.228, 0.252], "homo_lumo_gap_ha": 0.336, "e_lumo_ev": 0.13, "homo_ev": -9.01}


--- Q ---
{"formula": "C5H7BrO", "method": "the ωB97M-V functional and the def2-TZVPD basis", "species": ["C", "C", "C", "C", "C", "O", "Br", "H", "H", "H", "H", "H", "H", "H"], "positions_angstrom": [[-1.23, 2.26, 0.41], [-0.58, 1.77, -0.53], [-2.00, 0.05, 0.68], [0.72, 1.23, -0.99], [-1.03, -1.06, 1.20], [-2.14, 2.66, 1.11], [-3.39, -0.38, -0.45], [-2.09, 0.79, 1.40], [1.23, 0.73, -0.17], [0.36, 0.29, -1.50], [1.30, 1.74, -1.72], [-1.04, -2.04, 0.62], [-1.34, -1.29, 2.27], [-0.05, -0.62, 1.33]], "nbo_charge": [0.466, -0.182, -0.094, -0.673, -0.699, -0.594, 0.172, 0.200, 0.211, 0.229, 0.246, 0.234, 0.245, 0.239], "homo_lumo_gap_ha": [0.276, 0.272], "e_lumo_ev": [-0.96, -1.03], "homo_ev": [-8.47, -8.44]}


Which structure is most stable? P, by 0.0826 hartree over the runner-up.


--- P ---
{"formula": "C5H15NO", "method": "the ωB97M-V functional and the def2-TZVPD basis", "species": ["C", "C", "C", "C", "C", "N", "H", "H", "H", "H", "H", "H", "H", "H", "H", "H", "H", "H", "H", "H", "H", "O"], "positions_angstrom": [[1.44, -1.00, -1.54], [0.56, -0.07, -0.55], [0.18, -0.91, 0.76], [-0.62, -0.15, 1.80], [-0.70, -2.01, 0.28], [-0.70, 0.36, -1.15], [2.54, -0.86, -1.26], [1.13, -0.81, -2.57], [1.25, -2.07, -1.14], [1.08, 0.87, -0.25], [1.02, -1.21, 1.42], [-0.59, 0.86, 2.10], [-1.71, -0.18, 1.54], [-0.53, -0.75, 2.84], [0.10, -2.65, -0.12], [-1.27, -1.82, -0.58], [-1.29, -2.68, 0.96], [-1.03, -0.40, -1.71], [-0.60, 0.99, -1.91], [-0.09, 2.34, 0.41], [-0.78, 3.74, 0.64], [0.06, 3.38, 0.40]], "nbo_charge": [-0.883, -0.149, -0.272, -0.651, -0.809, -0.956, 0.192, 0.197, 0.194, 0.180, 0.195, 0.202, 0.206, 0.173, 0.198, 0.206, 0.206, 0.323, 0.336, 0.480, 0.442, -1.010], "homo_lumo_gap_ha": [0.091, 0.360], "total_charge": -1, "spin_multiplicity": 2, "e_lumo_ev": [3.82, 3.85], "homo_ev": [1.34, -5.93]}


--- Q ---
{"formula": "C5H15NO", "method": "the ωB97M-V functional and the def2-TZVPD basis", "species": ["C", "C", "C", "N", "C", "C", "H", "H", "H", "H", "H", "H", "H", "H", "H", "H", "H", "H", "H", "H", "H", "O"], "positions_angstrom": [[2.02, 0.21, -0.33], [1.74, 0.56, -1.77], [0.98, -0.74, 0.19], [-0.26, -0.12, 0.74], [-1.41, -0.15, -0.31], [-2.42, -1.28, 0.19], [2.02, 0.94, 0.41], [3.02, -0.31, -0.20], [1.45, -0.27, -2.50], [0.62, 0.98, -1.77], [2.60, 0.94, -2.45], [0.64, -1.48, -0.64], [1.53, -1.11, 1.05], [-0.60, -0.21, 1.71], [-1.40, -0.23, -1.37], [-1.74, 0.83, -0.11], [-2.71, -1.90, -0.67], [-3.28, -1.06, 0.79], [-1.75, -1.97, 0.71], [-0.19, 2.19, 2.87], [-0.28, 1.80, 1.38], [-0.58, 2.39, 2.08]], "nbo_charge": [-0.540, -0.658, -0.522, -0.758, -0.284, -0.754, 0.216, 0.178, 0.199, 0.208, 0.206, 0.158, 0.167, 0.344, 0.202, 0.196, 0.181, 0.203, 0.214, 0.411, 0.487, -1.054], "homo_lumo_gap_ha": [0.096, 0.322], "total_charge": -1, "spin_multiplicity": 2, "e_lumo_ev": [3.94, 3.81], "homo_ev": [1.33, -4.95]}


--- R ---
{"formula": "C5H15NO", "method": "the ωB97M-V functional and the def2-TZVPD basis", "species": ["C", "C", "N", "C", "C", "C", "H", "H", "H", "H", "H", "H", "H", "H", "H", "H", "H", "H", "H", "H", "H", "O"], "positions_angstrom": [[-0.52, -0.86, 0.48], [0.13, 0.24, 1.30], [0.42, 1.47, 0.56], [-0.62, 2.47, 0.37], [-1.88, 2.09, -0.41], [1.24, 1.34, -0.61], [-1.51, -0.53, 0.18], [0.13, -1.20, -0.32], [-0.53, -1.83, 0.95], [1.05, -0.02, 1.79], [-0.52, 0.59, 2.13], [-0.20, 3.41, 0.01], [-0.93, 2.75, 1.38], [-1.70, 1.79, -1.44], [-2.42, 3.03, -0.59], [-2.51, 1.35, 0.08], [0.66, 0.81, -1.38], [2.18, 0.81, -0.48], [1.39, 2.33, -1.04], [1.38, -6.55, -0.66], [2.46, -7.17, -1.39], [2.29, -6.31, -0.94]], "nbo_charge": [-0.832, -0.230, -0.463, -0.216, -0.658, -0.436, 0.197, 0.216, 0.219, 0.193, 0.181, 0.188, 0.181, 0.205, 0.200, 0.206, 0.162, 0.199, 0.184, 0.265, 0.340, -1.301], "homo_lumo_gap_ha": [0.063, 0.316], "total_charge": -1, "spin_multiplicity": 2, "e_lumo_ev": [3.07, 2.99], "homo_ev": [1.35, -5.60]}


Which structure is most stable? R, by 0.0319 hartree over the runner-up.